(1)
This record from the Open Molecules 2025 dataset describes a 2-piece molecular cluster, C2H6OS overall. The level of theory is ωB97M-V/def2-TZVPD.

Properties
* highest occupied orbital energy: -9.18 eV
* frontier orbital gap: 9.83 eV
* LUMO energy: 0.66 eV
* max |F|: 0.016 Eh/bohr
* relative energy (zero: lowest compared OMol25 entry of this formula, charge and spin): 55.9 kJ/mol

Each line ends with the Mulliken charge.
Cartesian coordinates (Å):
C -0.86808 1.24910 -0.81121  -0.680
C -1.22041 0.61124 0.28746  0.204
O -2.42925 0.73050 0.91016  -0.495
H 0.16981 1.22183 -1.08517  0.189
H -1.49246 1.99774 -1.27988  0.273
H -0.53184 -0.05110 0.79929  0.202
H -2.60601 -0.11036 1.35099  0.341
S 2.16726 -1.05975 -0.20783  -0.368
H 1.86331 -2.13600 0.52331  0.157
H 1.47026 -1.46444 -1.27509  0.178

---

(2)
This record from the Open Molecules 2025 dataset describes a 2-piece molecular cluster, C2H6OS2 overall in a non-equilibrium geometry. The level of theory is ωB97M-V/def2-TZVPD.

Properties
* highest occupied orbital energy: -9.15 eV
* frontier orbital gap: 9.37 eV
* LUMO energy: 0.22 eV
* max |F|: 0.047 Eh/bohr
* relative energy (zero: lowest compared OMol25 entry of this formula, charge and spin): 136.4 kJ/mol

Each line ends with the Mulliken charge.
Cartesian coordinates (Å):
C -1.92441 0.67461 0.54695  -0.480
C -0.80173 1.15793 -0.05702  -0.113
O -0.28210 2.40180 0.44121  -0.487
H -2.56373 -0.24814 0.45051  0.250
H -2.25681 1.05460 1.51714  0.215
H -0.24772 0.62826 -0.84938  0.302
H -0.65200 3.08237 -0.14969  0.319
S 3.23362 -2.01303 -0.00266  -0.148
S 1.39537 -3.03936 -0.02309  -0.179
H 2.84173 -0.85529 -0.46270  0.145
H 1.25777 -2.84374 -1.41126  0.177